No. 1
71
Properties=species:S:1:pos:R:3 method="wB97M-V/def2-TZVPD" s2=8.826 e_tot_ha=-3361.75684 lumo_ev="4.354 / 4.324" charge=-2 gap_ev="4.00 / 6.18" de_lowest_ev=2.935 multiplicity=6 e_homo_ha="0.0129 / -0.0680"
Mn 1.63 -0.46 0.16
C 1.36 0.37 4.48
C 1.06 -0.23 3.26
N 1.96 -0.37 2.27
C 3.25 -0.06 2.58
C 3.64 0.48 3.84
C 2.63 0.88 4.67
C 5.04 0.63 4.15
C 5.99 0.05 3.28
C 5.59 -0.57 2.06
C 6.47 -1.10 1.09
C 5.98 -1.72 -0.02
C 4.62 -1.61 -0.35
N 3.77 -0.94 0.47
C 4.24 -0.55 1.70
H 0.53 0.51 5.18
H 0.03 -0.65 3.09
H 2.91 1.40 5.56
H 5.31 1.14 5.07
H 7.06 0.13 3.47
H 7.56 -1.07 1.28
H 6.57 -2.31 -0.68
H 4.27 -1.86 -1.34
N 2.34 2.14 -1.81
C 2.18 0.95 -2.48
N 2.70 0.70 -3.69
N 2.45 -0.66 -3.86
N 2.02 -1.14 -2.79
N 1.77 -0.19 -1.90
C 1.54 2.52 -0.78
N 1.21 3.76 -0.48
N 0.56 3.70 0.63
N 0.54 2.47 1.12
N 1.11 1.64 0.20
H 2.52 2.90 -2.56
F -0.35 -1.27 0.50
B 0.14 -2.83 0.52
F 1.04 -2.78 -0.52
F -1.02 -3.56 0.32
F 0.67 -3.09 1.78
C -3.02 1.37 0.71
Si -3.10 0.30 -0.76
C -4.05 -1.36 -0.39
C -3.75 -1.64 1.14
C -3.58 -2.55 -1.18
C -5.52 -0.95 -0.67
C -3.25 1.25 -2.37
C -3.22 2.81 -2.27
C -4.45 0.91 -3.32
C -1.98 0.75 -3.12
H -2.03 1.17 1.12
H -3.89 1.08 1.28
H -3.01 2.35 0.29
H -2.69 -1.94 1.29
H -4.33 -2.53 1.35
H -4.11 -0.83 1.78
H -3.79 -2.40 -2.25
H -3.92 -3.51 -0.85
H -2.50 -2.68 -1.12
H -5.98 -0.22 0.02
H -6.16 -1.85 -0.54
H -5.62 -0.73 -1.74
H -4.16 3.15 -1.89
H -3.15 3.26 -3.25
H -2.41 3.21 -1.66
H -5.42 1.22 -2.96
H -4.52 -0.19 -3.54
H -4.37 1.37 -4.38
H -1.02 0.80 -2.64
H -1.88 1.32 -4.06
H -2.03 -0.27 -3.48

***

No. 2
67
Properties=species:S:1:pos:R:3 method="wB97M-V/def2-TZVPD" e_tot_ha=-2634.89743 lumo_ev=3.950 charge=-2 gap_ev=4.90 de_lowest_ev=0.050 multiplicity=1 e_homo_ha=-0.0348
Li -0.17 0.09 0.28
C -1.37 -2.75 -1.47
C -0.05 -2.21 -1.92
C 0.86 -2.73 -2.85
C 1.91 -1.84 -2.87
C 3.17 -1.87 -3.67
N 1.62 -0.85 -2.00
N 0.42 -1.08 -1.41
B 2.47 0.36 -1.56
N 1.70 1.68 -1.82
N 0.57 1.94 -1.12
C 0.14 3.12 -1.53
C -1.10 3.70 -0.93
C 1.00 3.65 -2.51
C 1.98 2.69 -2.66
C 3.17 2.68 -3.57
N 2.84 0.25 -0.07
N 1.86 0.10 0.87
C 2.47 -0.02 2.04
C 1.69 -0.21 3.30
C 3.86 0.05 1.87
C 4.05 0.22 0.52
C 5.32 0.36 -0.26
H -1.62 -3.65 -2.04
H -1.36 -2.99 -0.41
H -2.17 -2.02 -1.62
H 0.77 -3.64 -3.43
H 3.16 -2.75 -4.32
H 3.28 -0.98 -4.29
H 4.05 -1.93 -3.03
H 3.49 0.38 -2.21
H -1.49 3.01 -0.18
H -0.90 4.66 -0.45
H -1.88 3.86 -1.69
H 0.92 4.59 -3.03
H 3.18 3.60 -4.16
H 4.10 2.62 -3.01
H 3.15 1.84 -4.26
H 0.82 -0.86 3.14
H 2.31 -0.65 4.07
H 1.30 0.74 3.67
H 4.62 -0.02 2.63
H 6.17 0.33 0.43
H 5.45 -0.45 -0.98
H 5.37 1.30 -0.81
S -1.96 -0.41 4.08
C -1.85 -2.10 3.77
S -1.05 -2.68 2.37
C -2.41 -3.00 4.70
C -2.36 -4.42 4.53
N -2.34 -5.57 4.47
C -3.11 -2.57 5.87
N -3.70 -2.31 6.83
O -1.83 0.66 0.79
S -3.00 1.00 1.69
C -4.10 1.89 0.51
C -5.47 1.27 0.67
C -5.20 -0.24 0.68
C -4.09 -0.44 1.71
H -3.68 1.70 -0.47
H -4.05 2.96 0.73
H -6.17 1.57 -0.12
H -5.92 1.56 1.63
H -4.86 -0.55 -0.31
H -6.08 -0.83 0.94
H -3.42 -1.29 1.54
H -4.45 -0.52 2.73

***

No. 3
65
Properties=species:S:1:pos:R:3 method="wB97M-V/def2-TZVPD" s2=0.796 e_tot_ha=-3540.46674 lumo_ev="-2.272 / -2.312" charge=+1 gap_ev="7.64 / 7.45" de_lowest_ev=0.025 multiplicity=2 e_homo_ha="-0.3641 / -0.3589"
Mn -0.43 0.10 -0.41
C 0.28 -1.43 -2.80
C 0.13 0.00 -3.30
N 0.32 0.91 -2.16
C -0.31 2.23 -2.35
C -1.77 2.11 -2.01
C -2.71 2.96 -2.56
C -4.05 2.79 -2.23
C -4.39 1.76 -1.37
C -3.39 0.95 -0.84
C -3.74 -0.17 0.11
N -2.76 -1.23 0.11
C -2.87 -2.26 -0.90
C -2.01 -1.94 -2.11
N -0.63 -1.65 -1.67
N -2.10 1.14 -1.14
H 1.30 -1.58 -2.44
H 0.11 -2.14 -3.62
H -0.89 0.15 -3.67
H 0.81 0.21 -4.12
H 1.31 1.04 -1.98
H -0.18 2.60 -3.36
H 0.16 2.92 -1.65
H -2.40 3.72 -3.26
H -4.81 3.43 -2.64
H -5.42 1.57 -1.10
H -4.75 -0.53 -0.14
H -3.79 0.25 1.11
H -2.62 -1.61 1.03
H -3.91 -2.43 -1.22
H -2.51 -3.20 -0.47
H -2.40 -1.07 -2.63
H -2.02 -2.78 -2.82
H -0.29 -2.44 -1.13
Cl -0.07 4.06 5.84
C -0.06 3.36 4.25
C 0.21 4.19 3.14
C 0.23 3.66 1.88
Cl 0.55 4.69 0.53
C -0.01 2.27 1.62
O 0.05 1.83 0.43
C -0.29 1.47 2.77
C -0.55 0.07 2.66
O -0.65 -0.59 1.62
C -0.30 2.03 4.07
H 0.39 5.24 3.29
H -0.68 -0.46 3.61
H -0.50 1.40 4.92
O 1.54 -0.56 0.05
C 1.90 -1.58 0.60
O 1.27 -2.73 0.48
C 3.14 -1.65 1.49
N 3.36 -3.05 1.88
C 4.62 -3.48 1.22
C 5.46 -2.21 1.12
C 4.41 -1.15 0.76
H 2.91 -1.03 2.36
H 1.82 -3.36 1.03
H 3.45 -3.13 2.88
H 4.38 -3.85 0.22
H 5.08 -4.29 1.78
H 6.26 -2.28 0.39
H 5.90 -1.99 2.09
H 4.24 -1.13 -0.32
H 4.69 -0.15 1.07

***

No. 4
60
Properties=species:S:1:pos:R:3 method="wB97M-V/def2-TZVPD" s2=8.773 e_tot_ha=-1834.88936 lumo_ev="1.069 / 0.716" charge=-1 gap_ev="0.50 / 7.09" multiplicity=6 e_homo_ha="0.0210 / -0.2343"
C 3.11 0.92 0.16
C 2.07 1.21 1.30
C 2.74 -0.47 -0.45
C 1.92 -1.20 0.61
H 3.67 -0.97 -0.76
H 2.14 -0.31 -1.36
C 1.21 -0.06 1.37
H 1.49 2.09 0.98
H 2.57 1.39 2.26
C -0.02 0.14 0.47
H 0.83 -0.33 2.38
H 2.58 -1.78 1.26
C 0.74 -2.04 0.03
C 3.13 1.94 -0.96
C 4.59 1.03 0.55
O 5.37 0.13 0.31
O 2.30 2.81 -1.16
O 4.26 1.81 -1.67
O 5.04 2.18 1.11
C 4.30 3.40 1.37
H 3.28 3.22 1.76
H 4.28 4.03 0.47
H 4.90 3.90 2.14
C 4.38 2.73 -2.76
H 3.57 2.59 -3.48
H 5.35 2.51 -3.20
H 4.35 3.77 -2.39
O -0.35 -1.12 -0.11
H 0.17 0.84 -0.36
H -0.88 0.58 1.00
C 0.29 -3.14 1.02
C 0.96 -2.60 -1.38
H 2.00 -2.90 -1.53
H 0.66 -1.86 -2.13
H 0.30 -3.47 -1.48
H -0.68 -3.56 0.72
H 0.20 -2.77 2.05
H 1.05 -3.94 1.01
Ir -4.15 -0.84 -0.14
C -4.84 -1.61 1.80
C -3.46 -1.68 2.22
C -2.89 -0.40 2.10
H -2.93 -2.57 2.55
C -3.89 0.50 1.59
C -5.15 -0.23 1.51
H -6.14 0.20 1.37
H -5.56 -2.42 1.82
H -1.88 -0.13 2.38
H -3.77 1.56 1.41
C -4.06 -1.04 -2.37
C -5.16 -0.22 -1.99
C -4.64 0.90 -1.25
H -6.21 -0.41 -2.20
C -3.20 0.79 -1.24
C -2.84 -0.43 -1.89
H -1.84 -0.84 -1.96
H -4.14 -1.98 -2.90
H -5.22 1.69 -0.80
H -2.51 1.49 -0.79
Cl -3.38 -3.03 -0.35